# 1
Computed, not measured: 2 unconnected molecules or ions with the total composition C6H8, with wB97M-V/def2-TZVPD.

Atoms and positions in Å:
C -0.39828 1.06149 -0.11520
C -0.74904 0.26674 -1.14957
C -1.60767 0.20519 0.07279
H -0.16978 2.10860 0.02265
H -0.87436 0.36678 -2.21796
H -2.59861 0.66510 0.08320
H -1.52129 -0.67463 0.71968
C 1.11047 -1.60370 -0.40053
C 1.41759 -0.80664 0.54508
C 1.18788 0.38794 1.13376
H 1.42899 -2.58061 -0.73761
H 0.23776 -1.01961 -1.00209
H 0.64076 0.42498 2.07385
H 1.89558 1.19836 0.97197

Atoms 1-6, force components in eV/Å:
C -0.0677 0.0012 -0.2448
C 0.0705 0.2136 0.0338
C -0.2029 -0.1046 0.1580
H -0.0178 -0.1788 -0.0203
H 0.0149 -0.0197 0.1590
H 0.1434 -0.0774 -0.0074

M = 80.130 g/mol
net charge = 0
HOMO-LUMO gap = 9.54 eV
relative energy (zero: lowest compared OMol25 entry of this formula, charge and spin) = 483.1 kJ/mol
lowest unoccupied orbital energy = 1.089 eV
DFT total energy = -6345.7764 eV

Per-atom Mulliken charges, elementary charge units: number 1, C, carries -0.1924; number 2, C, carries -0.4068; number 3, C, carries -0.5988; number 4, H, carries 0.3627; number 5, H, carries 0.4319; number 6, H, carries 0.2516; number 7, H, carries 0.2037; number 8, C, carries -0.7350; number 9, C, carries 0.1142; number 10, C, carries -0.4600; number 11, H, carries 0.3060; number 12, H, carries 0.0986; number 13, H, carries 0.2955; number 14, H, carries 0.3286


# 2
Computed, not measured: a gas-phase ion, C2H6Br3NP (charge +1), with wB97M-V/def2-TZVPD.

Atoms and positions in Å:
C 0.10980 0.74371 -0.86639
N 0.92216 -0.15016 0.08687
C 0.40582 -0.03669 1.40933
P 2.54423 -0.08362 -0.09356
Br 3.27349 1.94840 0.45002
Br 3.22078 -0.64641 -2.04192
Br 3.38651 -1.40155 1.40558
H -0.95765 0.75428 -0.42590
H 0.47845 1.83563 -0.62508
H 0.43282 0.62301 -1.98885
H -0.56501 -0.60419 1.34153
H 1.04803 -0.56999 2.09971
H 0.40633 0.97344 1.79172

Atoms 1-6, force components in eV/Å:
C 1.3967 2.2427 0.5173
N 0.5037 0.8452 -2.8172
C -0.9113 -1.6304 1.2131
P 0.2409 0.4225 1.0475
Br -0.1672 -0.9357 -0.4887
Br -0.2874 0.2313 0.4159

M = 314.763 g/mol
net charge = +1
HOMO-LUMO gap = 9.26 eV
relative energy (zero: lowest compared OMol25 entry of this formula, charge and spin) = 0.0 kJ/mol
lowest unoccupied orbital energy = -5.426 eV
DFT total energy = -223071.3490 eV

Per-atom Mulliken charges, elementary charge units: number 1, C, carries -0.6929; number 2, N, carries -0.1067; number 3, C, carries -0.9860; number 4, P, carries 0.7634; number 5, Br, carries 0.0117; number 6, Br, carries 0.0197; number 7, Br, carries -0.0158; number 8, H, carries 0.2903; number 9, H, carries 0.3466; number 10, H, carries 0.2461; number 11, H, carries 0.3620; number 12, H, carries 0.3561; number 13, H, carries 0.4055


# 3
Computed, not measured: 7 unconnected molecules or ions with the total composition C7H22N6O13, with wB97M-V/def2-TZVPD.

Atoms and positions in Å:
C -1.07349 0.89347 -3.96299
N -1.96053 -0.23772 -3.32109
O -2.94473 0.03781 -2.64216
O -1.45584 -1.34932 -3.33336
H -0.49060 1.26726 -3.13639
H -1.67464 1.66978 -4.43770
H -0.40420 0.30324 -4.60718
C 2.81855 -1.01402 2.93966
N 2.35337 -1.70071 1.77789
O 1.48012 -2.58776 1.92167
O 2.80922 -1.40942 0.67068
H 2.19359 -0.13399 3.15057
H 3.83452 -0.64873 2.78602
H 2.62884 -1.74027 3.72665
C -1.12446 -4.84083 -0.66329
N -2.16506 -4.80150 0.35888
O -2.65042 -5.87341 0.64640
O -2.45514 -3.75056 0.83885
H -0.22787 -4.36510 -0.33187
H -1.50130 -4.39805 -1.59700
H -0.84805 -5.86298 -0.96255
C 0.47756 3.40942 1.98922
N 1.69525 2.82286 2.58826
O 1.66731 2.13689 3.59069
O 2.72392 2.96377 1.96742
H 0.02271 3.94766 2.81902
H -0.21545 2.58085 1.62413
H 0.67855 4.01083 1.09692
C -0.71849 -0.87956 -0.11950
N -0.26645 0.53887 -0.01704
O 0.65484 0.82079 0.74817
O -0.97628 1.38931 -0.53771
H -1.69333 -0.87941 -0.62510
H -0.63094 -1.35420 0.84933
H 0.08471 -1.37933 -0.68931
C 3.53407 1.73035 -1.02152
N 2.29211 1.52068 -1.80201
O 1.87101 0.41094 -2.02947
O 1.82245 2.55228 -2.14251
H 3.21031 2.25284 -0.08735
H 4.22456 2.34502 -1.61142
H 3.93789 0.80977 -0.70921
C -3.68367 1.75137 0.56180
O -2.96270 0.65569 0.98418
H -4.22647 2.28879 1.29670
H -2.88855 2.47213 0.26177
H -4.29208 1.55243 -0.30930
H -3.48473 0.07174 1.50214

Atoms 1-6, force components in eV/Å:
C -0.5737 -1.6952 0.0420
N 0.6036 0.6708 1.3191
O 0.6778 0.2218 -1.2252
O -0.2663 0.3168 -0.4856
H 0.0010 0.2357 0.3324
H -0.0062 -0.3707 0.0994

M = 398.282 g/mol
net charge = 0
HOMO-LUMO gap = 10.41 eV
relative energy (zero: lowest compared OMol25 entry of this formula, charge and spin) = 0.0 kJ/mol
lowest unoccupied orbital energy = -0.096 eV
DFT total energy = -43156.0566 eV

Per-atom Mulliken charges, elementary charge units: number 1, C, carries -0.4931; number 2, N, carries 0.8569; number 3, O, carries -0.5000; number 4, O, carries -0.5264; number 5, H, carries 0.1134; number 6, H, carries 0.2439; number 7, H, carries 0.3022; number 8, C, carries -0.7037; number 9, N, carries 1.0099; number 10, O, carries -0.5804; number 11, O, carries -0.5034; number 12, H, carries 0.2198; number 13, H, carries 0.2634; number 14, H, carries 0.3277; number 15, C, carries -0.6728; number 16, N, carries 0.9564; number 17, O, carries -0.5547; number 18, O, carries -0.5373; number 19, H, carries 0.2162; number 20, H, carries 0.2742; number 21, H, carries 0.3128; number 22, C, carries -0.6057; number 23, N, carries 1.0333; number 24, O, carries -0.6235; number 25, O, carries -0.5992; number 26, H, carries 0.3335; number 27, H, carries 0.1369; number 28, H, carries 0.2755; number 29, C, carries -1.2569; number 30, N, carries 0.9937; number 31, O, carries -0.4943; number 32, O, carries -0.5484; number 33, H, carries 0.3876; number 34, H, carries 0.3928; number 35, H, carries 0.4699; number 36, C, carries -0.5825; number 37, N, carries 0.9834; number 38, O, carries -0.5179; number 39, O, carries -0.5393; number 40, H, carries 0.1094; number 41, H, carries 0.3022; number 42, H, carries 0.2890; number 43, C, carries -0.6096; number 44, O, carries -0.3795; number 45, H, carries 0.3881; number 46, H, carries 0.1210; number 47, H, carries 0.2683; number 48, H, carries 0.2472


- Number 2 is which compound?
  C2H6Br3NP